Entry 1:
{
  "formula": "C5H15N2O2",
  "method": "ωB97M-V/def2-TZVPD",
  "energy_ha": -459.20370,
  "homo_ev": -12.83,
  "de_lowest_kcal_mol": 71.6,
  "charge": 1,
  "species": ["N", "C", "C", "C", "O", "C", "N", "C", "H", "H", "H", "H", "H", "H", "H", "H", "H", "H", "H", "H", "H", "H", "H", "O"],
  "positions_angstrom": [[-1.674, -0.138, -1.055], [-0.710, -0.067, 0.079], [0.235, -1.246, -0.070], [-0.518, -2.525, 0.297], [-1.612, -2.773, -0.133], [0.095, 1.325, -0.090], [0.983, 1.476, 1.097], [0.121, 1.498, 2.362], [-2.354, -0.913, -0.943], [-2.197, 0.734, -1.192], [-1.195, -0.322, -1.954], [-1.207, 0.065, 1.024], [0.820, -1.396, -0.973], [1.125, -1.078, 0.571], [0.185, -3.088, 0.924], [0.608, 1.420, -1.059], [-0.675, 2.125, -0.015], [1.642, 2.225, 0.966], [-0.904, 1.816, 2.176], [0.168, 0.427, 2.523], [0.588, 1.946, 3.240], [2.050, -1.251, -2.764], [2.537, 0.042, -2.192], [1.887, -0.302, -2.819]],
  "forces_ev_per_angstrom": [[-1.099, -0.026, -0.794], [2.724, 2.139, -2.167], [0.103, -0.176, 1.822], [1.962, 1.067, -0.617], [-0.094, -0.258, 0.504], [-0.659, -0.160, 1.538], [-1.266, -0.095, -0.442], [1.868, -1.191, -1.350], [0.405, 0.118, 0.154], [0.050, -0.054, 0.197], [0.078, 0.095, 0.501], [-0.530, -0.806, 0.083], [-0.878, 0.396, -0.913], [-0.838, -0.106, 0.477], [-0.972, -1.309, 0.303], [0.035, -0.297, 0.449], [0.059, -0.264, -0.442], [-0.202, 0.376, 0.170], [0.041, 0.407, 0.135], [-0.816, -0.197, 0.953], [-0.029, 0.350, -0.479], [0.023, -0.063, -0.414], [0.027, 0.235, -0.214], [0.007, -0.182, 0.546]],
  "lowdin_charge": [0.219, -0.268, -0.117, -0.205, 0.080, -0.169, -0.108, -0.069, 0.165, 0.176, 0.185, 0.128, 0.103, 0.136, 0.135, 0.117, 0.116, 0.101, 0.078, 0.066, 0.093, 0.044, 0.051, -0.056]
}

Entry 2:
{
  "formula": "C5H15N2O2",
  "method": "ωB97M-V/def2-TZVPD",
  "energy_ha": -459.23114,
  "homo_ev": -13.12,
  "de_lowest_kcal_mol": 54.4,
  "charge": 1,
  "species": ["C", "C", "C", "C", "C", "N", "N", "O", "O", "H", "H", "H", "H", "H", "H", "H", "H", "H", "H", "H", "H", "H", "H", "H"],
  "positions_angstrom": [[0.078, 1.506, 1.748], [-1.498, 3.053, 0.345], [0.852, -2.879, 0.071], [2.030, -1.309, -1.551], [-1.438, 0.673, 0.262], [-1.011, 1.817, 0.817], [0.763, -1.790, -0.878], [-1.095, -0.513, 0.451], [-2.347, 1.017, -0.719], [0.334, 0.499, 1.721], [0.961, 2.207, 1.427], [-0.260, 1.791, 2.813], [-1.301, 3.184, -0.745], [-2.594, 2.971, 0.514], [-0.933, 3.835, 0.863], [1.519, -3.666, -0.223], [1.181, -2.430, 0.938], [-0.077, -3.374, 0.423], [1.968, -0.593, -2.269], [2.938, -1.101, -0.845], [2.347, -2.214, -2.140], [0.228, -0.921, -0.392], [0.078, -2.035, -1.509], [-2.724, 0.271, -1.125]],
  "forces_ev_per_angstrom": [[0.601, 5.348, 1.361], [-0.373, 1.204, -0.553], [-0.401, -1.334, 0.767], [2.619, -4.698, 2.102], [-1.590, 1.117, -1.959], [1.406, -5.087, 0.460], [0.241, 3.893, 1.320], [-0.069, 1.116, -0.093], [1.163, 0.738, 1.390], [0.380, -1.449, -0.146], [-1.312, -1.466, 0.936], [0.773, -0.422, -1.527], [-0.215, -0.136, 0.759], [0.723, 1.190, -0.108], [-0.749, 0.043, 0.118], [0.454, -0.109, -0.459], [1.249, 0.628, 2.071], [-0.022, 0.770, -1.105], [-1.118, 2.566, -1.570], [-2.241, -0.280, -0.845], [0.033, 0.772, 0.565], [0.725, -1.977, -0.282], [-1.544, -0.618, -2.540], [-0.730, -1.810, -0.662]],
  "lowdin_charge": [-0.007, -0.033, -0.028, 0.013, -0.503, -0.144, -0.066, 0.003, 0.114, 0.042, 0.133, 0.129, 0.114, 0.120, 0.108, 0.104, 0.074, 0.130, 0.050, 0.148, 0.114, 0.155, 0.128, 0.101]
}

Entry 3:
{
  "formula": "C5H15N2S",
  "method": "ωB97M-V/def2-TZVPD",
  "energy_ha": -706.85786,
  "homo_ev": -12.56,
  "de_lowest_kcal_mol": 74.5,
  "charge": 1,
  "species": ["C", "C", "N", "C", "C", "N", "C", "S", "H", "H", "H", "H", "H", "H", "H", "H", "H", "H", "H", "H", "H", "H", "H"],
  "positions_angstrom": [[1.139, -1.030, -1.765], [1.249, 0.519, -1.973], [0.887, 1.315, -0.792], [0.699, 0.636, 0.564], [-0.886, 0.560, 0.734], [-1.236, -0.708, -0.208], [-1.313, 0.382, 2.182], [-0.816, -1.152, 2.707], [0.355, -1.489, -2.436], [2.176, -1.416, -2.011], [1.177, -1.274, -0.728], [2.387, 0.677, -2.317], [0.692, 0.746, -2.855], [1.325, 2.307, -0.805], [1.308, -0.255, 0.851], [1.172, 1.271, 1.292], [-1.324, 1.572, 0.463], [-2.151, -1.151, -0.144], [-0.490, -1.391, -0.140], [-1.159, -0.265, -1.171], [-2.423, 0.606, 2.468], [-0.893, 1.184, 2.910], [-1.877, -1.646, 3.173]],
  "forces_ev_per_angstrom": [[1.952, 0.371, -1.776], [3.240, -0.890, 0.020], [0.673, 0.548, 0.515], [-0.246, 1.833, -1.396], [1.199, 0.494, 1.031], [-0.412, 3.306, -0.966], [-2.358, 3.021, 1.584], [3.227, -2.202, 0.476], [0.896, 0.133, 1.125], [-1.470, 0.005, -0.417], [-0.698, -0.518, 0.573], [-2.361, 0.037, 0.932], [-0.680, 0.683, -0.402], [-0.962, -2.697, 0.453], [-0.924, 0.009, -0.986], [-0.611, 0.965, 0.485], [0.429, -1.711, -0.934], [-0.068, 0.162, 0.440], [-0.093, -0.176, 0.264], [-0.095, -0.820, 1.182], [1.567, -0.741, -1.298], [0.059, -0.962, -1.817], [-2.263, -0.853, 0.913]],
  "lowdin_charge": [-0.111, -0.273, -0.088, -0.179, -0.288, 0.189, -0.615, 0.834, 0.103, 0.105, 0.020, 0.146, 0.083, 0.164, 0.120, 0.115, 0.167, 0.162, 0.087, 0.166, 0.130, 0.122, -0.159]
}

Entry 4:
{
  "formula": "C5H15N2S",
  "method": "ωB97M-V/def2-TZVPD",
  "energy_ha": -706.90945,
  "homo_ev": -11.98,
  "de_lowest_kcal_mol": 42.1,
  "charge": 1,
  "species": ["C", "C", "N", "N", "H", "H", "H", "H", "H", "H", "H", "C", "C", "C", "S", "H", "H", "H", "H", "H", "H", "H", "H"],
  "positions_angstrom": [[2.235, 0.495, -0.525], [1.490, 0.915, -1.604], [1.213, 0.004, -2.611], [2.444, 1.394, 0.562], [2.610, -0.509, -0.280], [1.078, 1.921, -1.698], [0.312, 0.158, -3.035], [1.342, -0.955, -2.344], [3.193, 1.019, 1.171], [1.627, 1.484, 1.204], [2.678, 2.375, 0.312], [0.023, -0.196, 2.656], [-1.269, -0.195, 1.819], [-1.135, -1.038, 0.527], [-2.493, -0.606, -0.651], [0.029, 0.497, 3.480], [0.896, 0.076, 2.045], [0.306, -1.267, 3.052], [-2.104, -0.633, 2.425], [-1.553, 0.785, 1.502], [-1.209, -2.164, 0.720], [-0.199, -0.859, -0.010], [-2.775, -1.899, -1.021]],
  "forces_ev_per_angstrom": [[-1.127, -0.017, -1.899], [0.989, -2.470, 0.973], [-0.311, 1.364, 0.683], [0.320, 1.625, 2.195], [-0.410, 0.532, -0.686], [0.216, -0.229, -0.021], [-0.024, -0.024, -0.376], [0.116, -0.282, -0.093], [-0.209, 0.549, -0.377], [0.323, -0.222, -0.409], [0.178, -0.694, -0.072], [0.660, -2.049, -0.069], [0.120, -1.749, 0.244], [-0.485, -1.359, 0.164], [0.101, -0.984, 0.049], [-0.313, 0.111, 0.453], [-0.190, -0.158, -0.091], [-0.738, 2.038, -0.649], [0.627, 0.580, -0.526], [-0.178, 0.885, 0.122], [0.197, 1.639, -0.099], [0.026, 0.043, 0.334], [0.111, 0.870, 0.150]],
  "lowdin_charge": [-0.149, -0.133, 0.094, 0.137, 0.138, 0.140, 0.101, 0.100, 0.184, 0.145, 0.188, -0.108, -0.322, -0.579, 0.666, 0.065, 0.014, 0.127, 0.125, 0.074, 0.101, 0.016, -0.124]
}

Entry 5:
{
  "formula": "C5H15N2S",
  "method": "ωB97M-V/def2-TZVPD",
  "energy_ha": -706.93466,
  "homo_ev": -12.84,
  "de_lowest_kcal_mol": 26.3,
  "charge": 1,
  "species": ["C", "C", "S", "N", "H", "H", "H", "H", "H", "H", "H", "H", "C", "C", "C", "N", "H", "H", "H", "H", "H", "H", "H"],
  "positions_angstrom": [[1.124, 1.222, 1.345], [0.796, 2.505, 0.644], [0.283, 2.395, -1.112], [-0.040, 0.326, 1.595], [1.457, 1.503, 2.361], [1.964, 0.622, 0.932], [1.621, 3.202, 0.737], [-0.050, 3.037, 1.157], [-0.588, 3.384, -0.879], [0.291, -0.454, 2.140], [-0.514, -0.105, 0.630], [-0.748, 0.796, 2.123], [0.905, -2.390, -0.967], [-0.589, -2.200, -0.956], [-1.986, -0.296, -1.112], [-0.992, -0.872, -0.543], [1.219, -3.400, -1.249], [1.307, -1.724, -1.739], [1.338, -2.212, 0.012], [-1.078, -2.923, -0.305], [-0.992, -2.499, -1.976], [-2.510, -0.647, -2.005], [-2.219, 0.730, -0.831]],
  "forces_ev_per_angstrom": [[0.889, -0.115, 1.377], [-1.027, 0.832, 0.067], [-0.040, 0.140, 0.483], [0.190, 0.063, -1.292], [0.124, -0.027, -0.433], [-0.741, 0.398, -0.191], [0.350, -0.160, -0.036], [0.724, -0.716, -0.196], [-0.091, -0.010, -0.574], [-0.061, -0.473, 0.281], [0.583, -0.334, 0.233], [-0.494, 0.420, 0.489], [0.305, 0.101, -0.484], [-0.764, -1.554, -1.313], [1.338, 0.219, -0.151], [-1.737, 0.663, -0.770], [-0.410, 0.102, 0.029], [0.309, 0.024, 0.414], [0.230, 0.302, 0.122], [0.067, 0.029, 0.399], [0.287, 0.784, 0.959], [0.098, -0.479, 0.280], [-0.131, -0.208, 0.306]],
  "lowdin_charge": [-0.247, -0.545, 0.727, 0.125, 0.134, 0.140, 0.078, 0.092, -0.123, 0.144, 0.082, 0.142, -0.088, -0.278, 0.028, -0.073, 0.088, 0.085, 0.061, 0.120, 0.140, 0.104, 0.063]
}